1.
34
Properties=species:S:1:pos:R:3:forces:R:3 method="wB97M-V/def2-TZVPD" fmax_ev_per_a=13.2 e_above_lowest_kcal_mol=150.6 homo_ev=-7.8 lumo_energy_ev=-1.40 gap_ev=6.371 e_tot_ha=-1485.52687
F -1.780 -1.819 -0.865 4.7152 -1.9382 -3.5059
C -2.687 -1.188 -0.307 -4.0420 0.6106 3.3287
C -3.444 -1.798 0.576 -3.3964 -8.4957 4.6032
C -4.565 -1.262 1.245 1.8324 -4.7029 0.4176
C -4.827 -0.064 0.877 -9.1602 5.7333 6.3746
C -4.130 0.718 0.167 2.9735 6.9055 -4.9571
C -3.145 0.039 -0.408 5.7536 5.9833 -7.7671
C -2.190 0.918 -1.676 -0.9360 0.9516 9.2768
N -0.846 0.933 -1.207 1.5588 2.8600 3.3559
C -0.300 1.738 -0.210 -11.8347 4.7562 -3.2300
S -1.282 3.276 0.342 1.3010 -2.7220 -0.7900
N 0.840 1.748 0.155 7.7204 -9.1519 -1.5942
C 1.845 0.398 0.072 0.6834 8.4665 1.5422
C 3.213 0.940 0.225 -1.0631 -7.5705 -2.5593
C 4.094 -0.204 0.010 -2.6375 3.8004 3.6185
C 3.613 -1.542 0.205 4.3052 -0.8240 -2.7204
C 2.362 -1.940 0.159 -0.9239 11.8242 0.9249
C 1.365 -0.806 0.248 10.7226 -2.4425 -0.8075
H 0.459 -0.888 0.181 -9.9023 -1.6583 -0.2742
H 1.952 -2.752 0.208 -3.4628 -9.3956 0.3550
H 4.360 -2.313 -0.057 -0.0948 0.3581 0.8772
C 5.454 0.230 0.259 5.5882 -1.6035 -2.5426
F 5.873 1.350 0.863 -1.5948 -1.5483 -0.9692
F 6.273 -0.804 0.762 -1.6817 2.3272 -1.3998
F 6.004 0.533 -1.395 -1.1115 -0.8173 4.0083
H 3.622 1.896 0.223 -0.0884 1.7049 0.0287
H 1.306 2.306 0.699 1.9729 4.4855 3.7844
H -0.164 0.306 -1.432 1.3375 -2.5104 -1.7060
H -2.586 1.896 -1.536 -0.3604 0.7920 -1.0101
H -2.169 0.371 -2.460 -0.6862 -3.0093 -5.7882
H -4.237 1.966 -0.111 0.0060 -4.0951 1.1014
H -5.672 0.603 1.431 1.2572 -2.1935 -0.9415
H -5.195 -1.727 2.005 0.5650 -0.4571 -0.5145
H -3.417 -3.060 0.752 0.6838 3.5770 -0.5196

=====

2.
18
Properties=species:S:1:pos:R:3:forces:R:3 method="wB97M-V/def2-TZVPD" fmax_ev_per_a=1.9 e_above_lowest_kcal_mol=6.9 smiles=N[C@H](CO)CS.O homo_ev=-8.8 lumo_energy_ev=0.59 gap_ev=9.424 e_tot_ha=-724.30075
C -0.156 -1.857 -0.047 -0.4081 -0.3126 -0.3252
O 0.292 -2.858 -0.957 0.3132 -0.0029 0.0892
C -0.452 -0.613 -0.872 -0.5171 -1.2673 0.0844
C -0.733 0.529 0.075 0.7276 1.3986 -0.9777
S -0.894 2.141 -0.828 -0.1010 -0.6335 0.1476
N -1.647 -0.875 -1.688 -0.2803 -0.4073 0.2504
H -1.070 -2.219 0.421 -0.2783 0.1223 0.3030
H 0.556 -1.628 0.740 0.3974 -0.0504 0.0559
H 0.582 -3.634 -0.468 -0.0477 0.0407 0.0103
H 0.433 -0.551 -1.509 0.0528 0.8594 0.1037
H 0.115 0.707 0.725 0.0330 -0.1026 0.3677
H -1.650 0.380 0.623 -0.1176 -0.2723 0.2288
H -1.803 1.636 -1.677 -0.0503 0.1795 -0.0153
H -1.520 -0.720 -2.674 0.2371 0.1039 -0.1542
H -1.914 -1.854 -1.583 0.0432 0.3463 -0.1702
H 4.202 0.863 4.808 -0.1036 0.2410 -0.2469
H 2.774 1.286 4.504 0.1762 0.1086 -0.1153
O 3.686 1.440 4.225 -0.0766 -0.3512 0.3638

=====

3.
5
Properties=species:S:1:pos:R:3:forces:R:3 method="wB97M-V/def2-TZVPD" fmax_ev_per_a=2.6 e_above_lowest_kcal_mol=47.3 homo_ev="-4.5 / -3.8" total_charge=-1 lumo_energy_ev="0.34 / -0.19" gap_ev="4.791 / 3.639" e_tot_ha=-5639.97492
O 0.464 -1.082 1.079 -0.0898 1.1984 0.0526
O 0.234 -0.436 -1.453 0.3158 1.3304 1.3242
P 0.546 -0.127 -0.036 1.1986 -1.9220 -1.1934
Br 2.581 1.133 0.212 -1.7791 -0.6501 -0.2012
Br -3.825 0.512 0.198 0.3546 0.0433 0.0178

=====

4.
12
Properties=species:S:1:pos:R:3:forces:R:3 method="wB97M-V/def2-TZVPD" fmax_ev_per_a=13.7 e_above_lowest_kcal_mol=86.5 homo_ev=-14.2 total_charge=+1 lumo_energy_ev=-5.45 gap_ev=8.740 e_tot_ha=-281.77996
C 0.492 -0.456 0.792 -5.7769 4.1402 -7.2305
C 4.015 0.261 -0.350 -2.9023 -0.3566 3.0571
C -1.548 0.267 -0.547 -3.0253 1.8895 -0.0940
N 3.037 0.422 0.302 3.6781 -0.4260 -2.9275
N -0.309 0.108 0.014 9.6046 -5.1827 8.3631
N -2.539 0.002 0.429 -2.6684 -2.0318 0.0597
H 4.983 -0.135 -0.686 -0.7490 0.7133 -0.1496
H 1.321 -1.131 1.052 -0.4583 0.7302 0.4112
H -1.612 1.227 -1.091 0.2383 -0.3431 0.2095
H -1.561 -0.557 -1.210 -0.3854 -0.6544 -1.3349
H -3.365 -0.532 0.087 1.3820 0.4501 0.0218
H -2.914 0.524 1.209 1.0625 1.0713 -0.3859

=====

5.
40
Properties=species:S:1:pos:R:3:forces:R:3 method="wB97M-V/def2-TZVPD" fmax_ev_per_a=4.3 e_above_lowest_kcal_mol=89.6 homo_ev=-3.4 total_charge=-1 lumo_energy_ev=2.62 gap_ev=5.996 e_tot_ha=-1759.19833
C -0.223 -2.067 3.145 0.4164 -0.1793 -0.8565
O -0.212 -1.238 1.933 1.2392 0.8913 0.1168
C 0.358 0.054 2.062 0.4700 -1.2204 2.9028
C 1.891 0.046 2.635 1.5840 -1.7652 -0.3772
O 2.944 -0.041 1.956 -3.1369 -0.9040 0.8432
O 2.012 0.077 3.947 0.2263 0.6497 0.1502
C 3.396 0.339 4.271 -0.0643 -0.0112 1.2037
C -0.675 0.876 3.149 0.0619 2.8409 -0.0827
O -0.577 2.097 3.177 0.4748 -1.3993 -0.0420
O -1.603 0.274 3.958 1.4724 -0.4338 -0.2191
C -2.038 0.986 5.191 0.1521 0.0473 -0.8788
H -0.113 -3.067 2.735 0.2525 -0.1190 0.0909
H 0.595 -1.846 3.854 -0.2414 0.0290 -0.4769
H -1.163 -2.071 3.680 -0.3137 0.5753 -0.2087
H 3.807 -0.542 4.758 -0.0102 0.1042 0.2476
H 3.942 0.523 3.367 0.3298 0.1470 0.0882
H 3.377 1.224 4.887 0.1521 0.0137 0.5323
H -3.035 0.643 5.521 0.6484 -0.3836 -0.6910
H -1.292 0.812 5.969 -0.0237 -0.1491 -0.1214
H -2.123 2.054 5.029 0.1515 0.0680 -0.3242
F 0.706 2.967 -0.685 -1.5430 -1.4862 0.9803
C 0.129 2.133 0.348 -1.4445 0.9974 -0.5652
F -1.069 1.457 0.076 0.2044 2.2977 -0.6442
S 1.205 0.853 0.611 -0.2255 -0.4572 -1.0181
N -3.220 -1.437 1.031 3.5376 1.6155 0.8331
C -3.123 -1.200 -0.426 -0.5540 0.3252 3.0220
O -2.140 -1.191 -1.156 -1.6750 -0.5844 0.8943
C -4.594 -0.912 -0.663 -0.3020 0.5540 -0.7405
C -5.104 -0.544 0.576 -0.1842 1.2154 0.6466
C -6.404 -0.513 0.911 -0.1783 0.5095 0.2251
C -7.309 -0.769 -0.091 -0.2918 -0.3173 -0.6554
C -6.850 -1.057 -1.366 -0.7855 0.1649 0.2950
C -5.490 -1.114 -1.675 0.3645 -0.0216 -0.1473
C -4.059 -0.438 1.619 1.2101 -2.1925 -3.5246
O -4.058 0.292 2.601 0.1540 -1.0754 0.0216
H 0.036 2.778 1.235 -0.5683 -0.1304 -0.7133
H -6.611 -0.301 1.947 -0.5331 0.1797 0.0869
H -8.345 -0.732 0.162 -0.7419 -0.1626 -0.2617
H -7.573 -1.265 -2.126 -0.3259 -0.0677 -0.4590
H -5.161 -1.338 -2.677 0.0410 -0.1653 -0.1729